Record 1
Density functional theory data (ωB97M-V/def2-TZVPD) for a molecular structure, C54H105N3O24 in a non-equilibrium geometry.

```
186
C54H105N3O24, DFT ωB97M-V/def2-TZVPD
C 5.361 -3.370 5.280
C 6.146 -2.626 4.432
C 5.619 -1.692 3.589
C 4.220 -1.448 3.622
C 3.436 -2.253 4.416
C 3.939 -3.147 5.305
N 3.636 -0.466 2.707
O 2.449 -0.346 2.691
O 4.354 0.363 2.141
H 5.843 -4.161 5.836
H 7.219 -2.748 4.440
H 6.267 -1.170 2.900
H 2.365 -2.131 4.487
H 3.312 -3.765 5.930
C 2.551 1.622 -1.642
C 1.454 2.477 -1.486
C 1.566 3.774 -2.018
C 2.646 4.275 -2.639
C 3.768 3.459 -2.748
C 3.706 2.122 -2.189
N 2.585 5.684 -3.142
O 1.513 6.301 -2.914
O 3.580 6.176 -3.726
H 2.591 0.709 -1.067
H 0.596 2.129 -0.930
H 0.656 4.342 -1.886
H 4.648 3.932 -3.158
H 4.544 1.441 -2.233
C 3.097 3.476 2.162
C 4.385 4.058 2.233
C 5.402 3.396 2.927
C 5.113 2.341 3.748
C 3.794 1.795 3.767
C 2.786 2.377 2.974
N 6.182 1.739 4.561
O 7.335 2.237 4.470
O 5.925 0.772 5.256
H 2.264 3.956 1.669
H 4.624 4.940 1.658
H 6.390 3.823 2.844
H 3.500 0.967 4.395
H 1.786 1.991 3.108
C -4.956 3.635 -1.150
O -3.605 3.340 -0.637
C -2.929 4.588 -0.342
C -1.705 4.331 0.429
O -0.738 3.500 -0.204
C -1.035 2.132 0.038
H -5.553 4.043 -0.334
H -5.467 2.726 -1.469
H -4.800 4.287 -2.009
H -3.601 5.274 0.173
H -2.634 5.044 -1.287
H -1.774 4.016 1.470
H -1.229 5.306 0.532
H -0.054 1.657 0.029
H -1.574 1.727 -0.819
H -1.492 1.872 0.993
C -0.349 1.079 -4.128
O -0.124 -0.339 -3.942
C -0.991 -1.186 -4.720
C -0.569 -2.682 -4.609
O -0.366 -3.314 -3.280
C -1.484 -3.107 -2.413
H -0.018 1.338 -5.134
H 0.264 1.566 -3.369
H -1.409 1.246 -3.938
H -0.981 -0.983 -5.791
H -1.987 -1.013 -4.313
H 0.375 -2.715 -5.153
H -1.183 -3.376 -5.182
H -2.007 -2.182 -2.656
H -1.210 -3.188 -1.361
H -2.131 -3.961 -2.611
C 2.568 1.102 1.301
O 1.483 1.054 0.352
C 1.169 -0.276 -0.214
C 0.124 -0.327 -1.335
O -1.189 -0.234 -0.753
C -2.312 -0.132 -1.684
H 3.493 0.724 0.866
H 2.307 0.592 2.229
H 2.715 2.145 1.579
H 0.759 -0.841 0.623
H 2.115 -0.676 -0.577
H 0.123 -1.316 -1.792
H 0.337 0.333 -2.176
H -2.443 -1.104 -2.159
H -2.133 0.638 -2.435
H -3.265 0.109 -1.214
C -4.870 -5.336 1.764
O -3.607 -5.163 2.378
C -3.084 -3.845 2.152
C -1.639 -3.525 2.575
O -1.084 -2.290 2.132
C -0.875 -2.189 0.710
H -4.961 -5.457 0.684
H -5.611 -4.567 1.982
H -5.307 -6.206 2.253
H -3.768 -3.195 2.697
H -3.198 -3.596 1.097
H -1.023 -4.359 2.240
H -1.645 -3.375 3.655
H -0.348 -3.017 0.237
H -0.224 -1.335 0.520
H -1.812 -2.053 0.170
C 2.950 -1.431 1.044
O 2.480 -2.497 0.234
C 3.578 -3.199 -0.489
C 3.039 -3.796 -1.770
O 2.818 -2.753 -2.758
C 1.491 -2.218 -2.742
H 3.431 -0.668 0.430
H 3.762 -1.761 1.692
H 2.165 -1.007 1.670
H 3.972 -4.023 0.105
H 4.426 -2.528 -0.631
H 2.142 -4.384 -1.577
H 3.814 -4.459 -2.154
H 1.349 -1.433 -1.999
H 0.667 -2.921 -2.613
H 1.381 -1.704 -3.696
C -3.862 1.256 -2.021
O -5.223 1.010 -1.780
C -6.010 1.158 -2.930
C -7.457 0.942 -2.518
O -7.597 -0.433 -2.267
C -8.878 -0.725 -1.742
H -3.405 1.431 -1.047
H -3.725 2.194 -2.559
H -3.411 0.485 -2.646
H -5.633 0.409 -3.626
H -5.873 2.041 -3.554
H -8.140 1.212 -3.324
H -7.547 1.504 -1.588
H -8.870 -0.178 -0.799
H -8.921 -1.780 -1.471
H -9.688 -0.312 -2.344
C -7.779 -5.131 -2.617
O -7.180 -3.845 -2.682
C -6.543 -3.501 -1.427
C -5.846 -2.162 -1.626
O -4.636 -2.398 -2.338
C -3.885 -1.247 -2.528
H -8.726 -5.052 -2.083
H -7.218 -5.863 -2.036
H -7.788 -5.624 -3.589
H -5.881 -4.304 -1.105
H -7.225 -3.340 -0.593
H -5.596 -1.683 -0.680
H -6.485 -1.521 -2.234
H -3.290 -1.008 -1.646
H -4.471 -0.342 -2.691
H -3.200 -1.386 -3.364
C -0.943 4.038 5.338
O -0.584 3.366 4.169
C -0.040 2.087 4.426
C 0.254 1.320 3.101
O -0.960 1.007 2.406
C -0.620 0.005 1.382
H -1.500 3.494 6.100
H -1.585 4.890 5.111
H -0.015 4.445 5.739
H -0.663 1.382 4.977
H 0.917 2.268 4.916
H 0.840 0.455 3.413
H 0.944 1.763 2.384
H -1.517 -0.486 1.003
H 0.098 -0.708 1.785
H -0.126 0.549 0.577
C 5.133 -0.812 -1.821
O 5.698 0.221 -1.018
C 4.901 0.568 0.058
C 5.525 1.671 0.997
O 6.854 1.318 1.318
C 7.648 2.419 1.711
H 4.049 -0.910 -1.771
H 5.378 -1.782 -1.387
H 5.372 -0.826 -2.884
H 4.660 -0.307 0.662
H 3.991 0.895 -0.445
H 4.992 1.674 1.948
H 5.486 2.659 0.538
H 7.375 3.405 1.334
H 8.661 2.162 1.403
H 7.672 2.443 2.800
```

gap between HOMO and LUMO	5.963	eV
relative energy (zero: lowest compared OMol25 entry of this formula, charge and spin)	4834.25	kJ/mol
HOMO level	-7.5	eV
DFT total energy	-4087.907660	Eh

Löwdin atomic charge list, values in e, 99 entries: -0.0327 -0.0772 0.0180 -0.1038 -0.0143 -0.0361 -0.2919 0.0031 -0.1819 0.1057 0.1179 0.1312 0.1298 0.1096 -0.0551 -0.0254 0.0002 -0.1621 0.0449 -0.0061 -0.2912 0.0409 0.0494 0.0796 0.0623 0.1119 0.1083 0.0914 -0.0169 -0.0149 -0.0721 -0.1336 0.0304 -0.1430 -0.2743 0.0215 0.0805 0.1468 0.1182 0.1088 0.1337 0.0357 -0.0532 -0.2372 -0.1773 -0.1907 -0.1408 -0.0858 0.0982 0.0460 0.0998 0.1266 0.1318 0.1299 0.1302 0.0431 0.1038 0.1168 -0.0167 -0.2552 -0.1370 -0.0840 -0.2143 -0.0215 0.1056 0.0751 0.0874 0.1348 0.0918 0.1274 0.1322 0.0425 0.0835 0.1184 -0.1311 -0.2607 -0.1805 -0.1246 -0.2852 -0.2236 0.0550 -0.1174 0.0391 0.0548 0.1071 0.0844 0.1025 0.0169 0.0976 0.1039 -0.1280 -0.1677 -0.1862 -0.1599 -0.1482 -0.1366 0.0714 0.0812 0.0886


Record 2
Density functional theory data (ωB97M-V/def2-TZVPD) for 9 unconnected molecules or ions with the total composition C54H110N19O13P5 in a non-equilibrium geometry.

```
201
C54H110N19O13P5, DFT ωB97M-V/def2-TZVPD
C -10.570 4.560 27.380
N -9.236 4.740 27.928
C -8.418 3.529 27.846
P -8.582 6.128 28.596
O -7.344 5.890 29.346
N -8.377 7.263 27.372
C -7.033 7.856 27.193
C -9.335 7.554 26.336
N -9.894 6.784 29.427
C -9.930 8.179 29.825
C -10.645 5.865 30.261
H -11.036 5.548 27.343
H -11.229 3.939 27.984
H -10.503 4.248 26.336
H -7.459 3.655 28.341
H -8.329 3.214 26.799
H -8.931 2.664 28.285
H -6.562 7.363 26.340
H -7.198 8.932 27.164
H -6.379 7.623 28.030
H -10.370 7.517 26.673
H -9.190 8.573 25.965
H -9.161 6.873 25.494
H -9.603 8.324 30.860
H -9.353 8.816 29.161
H -10.981 8.485 29.805
H -10.974 6.275 31.217
H -10.012 5.011 30.522
H -11.525 5.473 29.741
C -3.886 -3.854 27.002
N -3.384 -2.763 26.162
C -2.822 -1.610 26.843
P -3.604 -2.827 24.499
O -3.897 -4.192 24.018
N -4.824 -1.692 24.168
C -6.183 -2.173 23.953
C -4.606 -0.261 24.335
N -2.206 -2.181 23.848
C -0.924 -2.769 24.256
C -2.230 -1.888 22.401
H -3.735 -3.607 28.051
H -3.394 -4.781 26.710
H -4.961 -4.002 26.858
H -3.578 -1.013 27.362
H -2.233 -1.026 26.138
H -2.129 -1.912 27.639
H -6.694 -1.744 23.089
H -6.127 -3.244 23.751
H -6.748 -2.026 24.873
H -5.498 0.255 23.980
H -4.336 0.003 25.356
H -3.806 0.089 23.675
H -0.903 -2.871 25.338
H -0.766 -3.687 23.683
H -0.118 -2.087 23.975
H -1.335 -1.344 22.102
H -3.171 -1.376 22.220
H -2.152 -2.836 21.856
C -5.771 -3.683 36.392
N -6.874 -3.316 37.284
C -8.203 -3.668 36.788
P -6.634 -2.148 38.454
O -5.240 -1.829 38.809
N -7.528 -0.814 37.924
C -7.701 0.299 38.843
C -7.385 -0.367 36.543
N -7.538 -2.724 39.749
C -7.040 -3.825 40.556
C -8.953 -2.440 40.006
H -5.602 -4.758 36.473
H -4.840 -3.181 36.658
H -5.986 -3.355 35.371
H -8.676 -2.840 36.266
H -8.837 -3.950 37.633
H -8.125 -4.579 36.204
H -6.852 0.996 38.806
H -8.639 0.826 38.672
H -7.610 -0.024 39.883
H -7.295 -1.239 35.891
H -8.276 0.167 36.212
H -6.471 0.218 36.411
H -7.048 -4.788 40.025
H -5.962 -3.700 40.697
H -7.545 -3.971 41.505
H -9.117 -2.611 41.074
H -9.666 -3.075 39.477
H -9.231 -1.390 39.923
C -4.264 -0.644 29.938
N -5.530 0.056 29.857
C -6.120 0.026 28.497
P -5.898 1.339 30.847
O -5.318 2.653 30.496
N -7.588 1.428 30.747
C -8.309 0.232 31.113
C -8.206 2.680 31.167
N -5.438 0.826 32.417
C -5.554 -0.566 32.850
C -5.518 1.808 33.471
H -3.506 -0.201 29.273
H -4.371 -1.633 29.485
H -3.851 -0.654 30.940
H -5.615 0.781 27.886
H -7.167 0.324 28.524
H -5.923 -0.979 28.132
H -8.362 0.172 32.212
H -9.322 0.106 30.729
H -7.752 -0.625 30.734
H -9.264 2.624 30.905
H -8.121 2.857 32.247
H -7.798 3.578 30.703
H -4.751 -0.844 33.535
H -6.538 -0.755 33.291
H -5.469 -1.237 31.997
H -4.836 1.667 34.309
H -6.535 2.029 33.827
H -5.284 2.803 33.072
C -12.797 -2.829 26.693
N -11.712 -2.671 27.669
C -12.169 -3.059 29.017
P -10.631 -1.396 27.578
O -9.742 -1.312 28.742
N -9.866 -1.670 26.090
C -9.392 -3.037 25.840
C -9.043 -0.637 25.501
N -11.542 0.023 27.339
C -12.208 0.313 26.089
C -11.725 0.952 28.448
H -13.480 -1.978 26.761
H -13.427 -3.673 26.974
H -12.381 -3.014 25.706
H -12.722 -3.991 28.917
H -12.860 -2.314 29.425
H -11.322 -3.217 29.681
H -8.953 -3.026 24.837
H -8.599 -3.283 26.549
H -10.206 -3.746 25.712
H -9.419 0.381 25.609
H -8.034 -0.662 25.932
H -8.886 -0.758 24.426
H -11.827 -0.207 25.212
H -13.279 0.086 26.165
H -12.187 1.383 25.852
H -10.762 1.156 28.924
H -12.337 0.464 29.213
H -12.166 1.894 28.140
O -4.637 -3.671 33.100
N -4.241 -4.089 32.039
O -4.552 -3.665 30.947
C -3.248 -5.188 32.051
C -2.980 -5.817 33.241
C -2.027 -6.837 33.281
C -1.321 -7.129 32.126
C -1.557 -6.449 30.917
C -2.531 -5.466 30.884
H -3.478 -5.702 34.193
H -1.725 -7.284 34.216
H -0.515 -7.852 32.138
H -0.928 -6.681 30.071
H -2.688 -4.896 29.981
O -8.595 -5.615 33.825
N -8.440 -4.535 33.276
O -8.282 -3.497 33.874
C -8.272 -4.585 31.832
C -7.933 -3.450 31.109
C -7.629 -3.454 29.766
C -7.818 -4.649 29.085
C -8.294 -5.759 29.753
C -8.538 -5.747 31.119
H -7.741 -2.546 31.680
H -7.444 -2.498 29.294
H -7.523 -4.732 28.044
H -8.375 -6.718 29.256
H -8.872 -6.683 31.542
O 0.645 1.377 38.574
N -0.396 0.768 38.725
O -0.511 -0.264 39.355
C -1.637 1.333 38.168
C -2.830 0.654 38.292
C -3.959 1.236 37.727
C -3.918 2.466 37.099
C -2.693 3.109 36.901
C -1.572 2.543 37.474
H -2.881 -0.294 38.809
H -4.896 0.704 37.818
H -4.843 2.906 36.747
H -2.660 4.087 36.442
H -0.636 3.085 37.443
O -0.894 -3.082 34.028
N -1.279 -2.053 34.537
O -1.635 -1.960 35.689
C -1.330 -0.828 33.736
C -1.698 0.383 34.344
C -2.027 1.488 33.595
C -1.827 1.455 32.224
C -1.404 0.280 31.656
C -1.175 -0.895 32.357
H -1.905 0.429 35.406
H -2.172 2.438 34.095
H -2.044 2.285 31.565
H -1.390 0.246 30.571
H -0.878 -1.772 31.801
```

gap between HOMO and LUMO	7.683	eV
relative energy (zero: lowest compared OMol25 entry of this formula, charge and spin)	0.00	kJ/mol
SMILES	CN(C)P(=O)(N(C)C)N(C)C.CN(C)P(=O)(N(C)C)N(C)C.CN(C)P(=O)(N(C)C)N(C)C.CN(C)P(=O)(N(C)C)N(C)C.CN(C)P(=O)(N(C)C)N(C)C.O=[N+]([O-])c1ccccc1.O=[N+]([O-])c1ccccc1.O=[N+]([O-])c1ccccc1.O=[N+]([O-])c1ccccc1
HOMO level	-8.2	eV
DFT total energy	-5848.720788	Eh

Löwdin atomic charge list, values in e, 99 entries: -0.1190 -0.2824 -0.1041 0.5245 -0.2676 -0.3263 -0.0937 -0.1248 -0.3064 -0.1076 -0.1142 0.0627 0.0590 0.0855 0.0704 0.0772 0.0626 0.0824 0.0785 0.0657 0.0694 0.0798 0.0835 0.0827 0.0734 0.0824 0.0860 0.0654 0.0698 -0.0853 -0.2962 -0.1305 0.5261 -0.2814 -0.2987 -0.1146 -0.0980 -0.3203 -0.1037 -0.1005 0.0581 0.0807 0.0714 0.0401 0.0768 0.0867 0.0847 0.0732 0.0447 0.0846 0.0599 0.0677 0.0702 0.0875 0.0815 0.0812 0.0649 0.0852 -0.1004 -0.2943 -0.0993 0.5328 -0.2727 -0.2949 -0.1319 -0.1031 -0.2944 -0.1168 -0.1175 0.0847 0.0732 0.0563 0.0652 0.0662 0.0666 0.0717 0.0869 0.0773 0.0586 0.0905 0.0669 0.0774 0.0760 0.0757 0.0759 0.0704 0.0576 -0.1240 -0.2847 -0.0835 0.5569 -0.2891 -0.2860 -0.1304 -0.1215 -0.2635 -0.1154 -0.1352 0.0743